Entry from OMol25: a structure of composition C54H45BrIN7O2P2ReS (ωB97M-V with the def2-TZVPD basis set).

Structure (ORCA input):
```
! wB97M-V def2-TZVPD RIJCOSX def2/J DEFGRID3
* xyz 2 2
Re -0.7568 -0.7597 -0.1298
N -2.6974 -3.2546 3.0224
C -2.4065 -2.5517 1.9074
S -1.0610 -2.9852 0.9386
N -3.2398 -1.5720 1.5906
N -2.8297 -0.9711 0.4343
C -3.7177 -0.3365 -0.2489
C -3.2444 0.3036 -1.4480
C -4.0821 0.9288 -2.3634
C -3.5378 1.4820 -3.5043
C -2.1647 1.3947 -3.7010
C -1.3896 0.7635 -2.7536
N -1.9021 0.2229 -1.6312
H -2.2396 -4.1401 3.1629
H -3.6310 -3.1490 3.3871
H -4.7551 -0.3238 0.0625
H -5.1453 0.9609 -2.1706
H -4.1713 1.9615 -4.2375
H -1.6919 1.7952 -4.5863
H -0.3308 0.6363 -2.9026
C -6.0571 -0.2837 7.4102
O -5.6233 1.0697 7.5395
C -4.3724 1.3855 7.2057
C -3.4526 0.4791 6.6546
C -2.1781 0.9047 6.3453
C -1.8092 2.2294 6.5887
C -2.7193 3.1202 7.1738
C -3.9973 2.7139 7.4550
N -0.5196 2.7571 6.3926
N 0.3519 2.2000 5.7396
C 0.3661 1.3652 4.6772
C 1.3790 0.3797 4.6265
C 1.4845 -0.4946 3.5804
C 0.6027 -0.3724 2.4805
O 0.6256 -1.1364 1.4709
C -0.3487 0.7026 2.4654
N -1.0424 0.8128 1.3049
C -1.8952 1.8212 1.1883
C -2.0999 2.7525 2.2081
C -1.4005 2.6450 3.3832
C -0.4926 1.5848 3.5329
H -7.0745 -0.3002 7.7857
H -5.4322 -0.9470 8.0096
H -6.0475 -0.5904 6.3628
H -3.7237 -0.5530 6.4947
H -1.4691 0.1934 5.9432
H -2.3912 4.1275 7.3929
H -4.7234 3.3833 7.8935
H 2.0610 0.3229 5.4644
H 2.2416 -1.2661 3.5563
H -2.4140 1.9142 0.2454
H -2.7983 3.5612 2.0477
H -1.5321 3.3775 4.1670
C 2.1269 0.8454 -2.3682
P 1.5591 0.1784 -0.7417
C 2.9552 -0.8709 -0.2445
C 4.2253 -0.3071 -0.1115
C 5.3125 -1.0998 0.2152
C 5.1472 -2.4679 0.3846
C 3.8930 -3.0394 0.2321
C 2.7985 -2.2419 -0.0678
C 1.7175 1.7124 0.2493
C 0.9470 2.8127 -0.1368
C 1.0015 4.0006 0.5712
C 1.8239 4.1056 1.6881
C 2.5847 3.0186 2.0859
C 2.5342 1.8286 1.3683
P 1.9615 -0.1600 -3.9234
C 3.3283 -1.3675 -3.7920
C 4.6308 -1.0279 -3.4273
C 5.6363 -1.9774 -3.4390
C 5.3577 -3.2830 -3.8300
C 4.0747 -3.6289 -4.2177
C 3.0668 -2.6720 -4.1999
C 2.6845 1.0151 -5.1365
C 3.1218 0.4835 -6.3506
C 3.6349 1.3062 -7.3382
C 3.7137 2.6781 -7.1341
C 3.2725 3.2185 -5.9383
C 2.7597 2.3921 -4.9446
H 3.1684 1.1403 -2.2209
H 1.5646 1.7695 -2.5191
H 4.3771 0.7544 -0.2684
H 6.2906 -0.6507 0.3252
H 5.9985 -3.0877 0.6327
H 3.7615 -4.1061 0.3519
H 1.8204 -2.6980 -0.1493
H 0.2935 2.7463 -1.0025
H 0.4082 4.8473 0.2518
H 1.8794 5.0377 2.2344
H 3.2347 3.0960 2.9477
H 3.1345 0.9904 1.6944
H 4.8775 -0.0073 -3.1641
H 6.6435 -1.6995 -3.1581
H 6.1469 -4.0227 -3.8466
H 3.8582 -4.6383 -4.5411
H 2.0650 -2.9387 -4.5084
H 3.0718 -0.5854 -6.5247
H 3.9768 0.8759 -8.2697
H 4.1171 3.3201 -7.9050
H 3.3308 4.2856 -5.7700
H 2.4243 2.8491 -4.0229
Br -1.1232 -3.4679 -5.5003
C -2.4833 -3.5241 -4.1951
C -3.7463 -3.9272 -4.6085
C -4.7866 -4.0026 -3.6967
C -4.5671 -3.6900 -2.3650
C -3.3076 -3.2888 -1.9441
C -2.2719 -3.1988 -2.8595
I -0.3696 -2.5401 -2.2451
H -3.9035 -4.1848 -5.6461
H -5.7654 -4.3164 -4.0318
H -5.3691 -3.7696 -1.6441
H -3.1225 -3.0851 -0.8994
*
```

Energy above the lowest of the compared OMol25 structures with the same formula, charge and spin, kJ/mol: 109.8
E_LUMO (spin up / spin down), eV: -5.7 / -6.8

These are the Löwdin partial charges, in e, on atoms 1 to 8: 0.862, 0.106, -0.805, 0.709, 0.022, -0.208, -0.087, -0.274


Entry from OMol25: a structure of composition C54H45ClN9NaO22 (ωB97M-V with the def2-TZVPD basis set).

Structure (ORCA input):
```
! wB97M-V def2-TZVPD RIJCOSX def2/J DEFGRID3
* xyz 0 1
Na -2.5365 -1.9108 -0.0882
Cl 0.1037 0.3770 0.3020
O 0.5896 1.7652 0.1580
O -1.3480 0.3506 0.2776
O 0.6154 -0.3139 -0.8531
O 0.5711 -0.1785 1.5458
C -1.1780 0.8546 5.9673
C -0.7360 0.2998 4.7732
C -1.6406 -0.0537 3.7697
C -3.0064 0.0800 4.0240
C -3.4583 0.6961 5.2437
C -2.5705 1.1805 6.0906
N -3.9344 -0.2480 2.9367
O -3.4667 -0.7425 1.9097
O -5.0911 -0.0246 3.1188
H -0.4181 1.1207 6.7471
H 0.2596 -0.0114 4.6592
H -1.2411 -0.4491 2.8979
H -4.5526 0.8690 5.3751
H -2.7988 1.7957 7.0086
C -1.3520 3.9792 1.3301
C -1.4861 5.2699 1.7630
C -2.3025 5.5515 2.8321
C -2.9075 4.5382 3.5018
C -2.8406 3.2770 3.0331
C -1.9850 2.9649 1.9819
N -3.7275 4.8530 4.6980
O -4.5913 4.0092 5.0197
O -3.6262 5.9558 5.2094
H -0.6034 3.8330 0.5567
H -0.8440 6.0483 1.3308
H -2.4725 6.5734 3.1843
H -3.4594 2.4755 3.4707
H -1.8159 1.9503 1.7390
C 0.3982 -3.8670 -6.1447
C -0.8822 -4.4120 -5.9037
C -1.5884 -4.0633 -4.7672
C -1.0836 -3.0686 -3.9940
C 0.1495 -2.4754 -4.2302
C 0.9387 -2.9429 -5.2578
N -1.9184 -2.5083 -2.8769
O -2.8533 -3.1199 -2.4157
O -1.4682 -1.4809 -2.3857
H 0.9597 -4.2713 -6.9459
H -1.2090 -5.2044 -6.5358
H -2.5784 -4.4909 -4.5405
H 0.6068 -1.7311 -3.5720
H 1.9837 -2.6552 -5.3866
C 2.8401 -2.2851 -0.3610
C 4.1801 -2.6740 -0.3472
C 4.6361 -3.5888 -1.3031
C 3.6771 -4.1504 -2.2012
C 2.3358 -3.8450 -2.1767
C 1.9188 -2.9473 -1.2282
N 4.1863 -5.2278 -3.0969
O 3.7606 -5.2646 -4.2471
O 5.0471 -5.9891 -2.6587
H 2.4545 -1.6488 0.4344
H 4.8189 -2.1446 0.3635
H 5.6957 -3.8778 -1.4362
H 1.6524 -4.3488 -2.8370
H 0.8458 -2.8028 -1.1446
C -1.2961 1.3544 -4.3668
C -2.3402 2.2960 -4.4028
C -2.4174 3.1486 -5.4957
C -1.2961 3.3059 -6.3581
C -0.2113 2.4382 -6.2179
C -0.1763 1.5064 -5.1955
N -1.4367 4.1011 -7.5878
O -0.5191 4.0660 -8.3908
O -2.5005 4.6371 -7.7667
H -1.2924 0.6197 -3.6359
H -3.1978 2.3294 -3.7353
H -3.3537 3.6938 -5.6895
H 0.5448 2.5336 -6.9516
H 0.6220 0.7664 -5.2102
C 3.2911 -4.7048 2.5290
C 2.8253 -5.6427 1.5774
C 1.5392 -5.5736 1.1069
C 0.7478 -4.5461 1.5013
C 1.1884 -3.5284 2.3713
C 2.4678 -3.6084 2.8886
N -0.6075 -4.4663 0.8919
O -1.0353 -5.4126 0.3183
O -1.3377 -3.4532 1.0410
H 4.3110 -4.6944 2.8676
H 3.4682 -6.3968 1.1593
H 1.0884 -6.3432 0.4664
H 0.5339 -2.6895 2.5599
H 2.8900 -2.8678 3.5171
C 5.6067 1.9935 0.0021
C 4.2565 1.9142 -0.2507
C 3.7619 1.0034 -1.1851
C 4.7149 0.2298 -1.8464
C 6.0786 0.2786 -1.6291
C 6.5100 1.1978 -0.6593
N 4.2219 -0.5514 -3.0410
O 3.0352 -0.8116 -3.1389
O 5.0285 -0.8520 -3.8929
H 5.9282 2.6746 0.7430
H 3.5848 2.6472 0.1740
H 2.6955 0.8682 -1.4537
H 6.7354 -0.3393 -2.1781
H 7.5745 1.2826 -0.4417
C 1.6498 2.7097 4.8655
C 1.7316 2.4016 3.5340
C 2.4909 1.3481 3.0942
C 3.2459 0.6091 4.0791
C 3.2609 1.0560 5.4388
C 2.4295 2.1309 5.8170
N 4.0008 -0.5097 3.6559
O 4.0180 -0.7282 2.4431
O 4.4320 -1.3327 4.4416
H 0.9723 3.5159 5.1763
H 1.1213 2.9741 2.8326
H 2.4864 1.0188 2.0439
H 3.8117 0.5716 6.2328
H 2.4091 2.4085 6.8592
C -6.0436 3.8279 -0.3775
C -7.0488 3.0222 -0.0396
C -6.8314 1.6647 0.1190
C -5.5676 1.1581 -0.1509
C -4.4980 1.9038 -0.5933
C -4.7670 3.3140 -0.6492
N -5.3640 -0.3225 -0.2273
O -4.4153 -0.7024 -0.8856
O -6.0739 -0.9801 0.4796
H -6.1584 4.8917 -0.4401
H -8.0691 3.4393 0.1939
H -7.5684 0.9649 0.5265
H -3.5228 1.5714 -0.8522
H -4.0171 4.0189 -0.9284
*
```

E_LUMO, eV: -1.2

These are the Löwdin partial charges, in e, on atoms 1 to 8: 0.377, 0.704, -0.347, -0.357, -0.339, -0.342, -0.032, -0.052